one:
The following is a DFT calculation (ωB97M-V/def2-TZVPD) of a 2-piece molecular cluster, BrClH2O2Si overall.

Values from the calculation:
Molar mass, g/mol: 177.457
E_HOMO, eV: -10.38
SMILES: O=[Si](O)Cl.Br
HOMO-LUMO gap, eV: 9.93

The geometry in ORCA input format:
```
! wB97M-V def2-TZVPD RIJCOSX def2/J DEFGRID3
* xyz 0 1
O 0.83557 0.24212 -0.72973
Si -0.68055 0.09247 -0.72547
O -1.41954 -1.07608 0.08275
Cl -2.15455 1.16133 -1.53436
H -0.75815 -1.63185 0.40558
Br 2.21015 0.72539 1.87220
H 1.96707 0.48661 0.62902
*
```

***

two:
The following is a DFT calculation (ωB97M-V/def2-TZVPD) of one molecule with the formula BrClH2O2Si.

Values from the calculation:
Molar mass, g/mol: 177.457
E_HOMO, eV: -10.19
SMILES: O[Si](O)(Cl)Br
HOMO-LUMO gap, eV: 10.03

The geometry in ORCA input format:
```
! wB97M-V def2-TZVPD RIJCOSX def2/J DEFGRID3
* xyz 0 1
O -0.05499 0.32138 -1.70505
Si -0.45338 0.78060 -0.16733
O 0.48220 0.11417 0.95482
Cl -0.66694 2.89206 0.11765
Br -2.80194 -0.05045 0.40419
H 0.20306 1.00067 -2.38539
H 0.73830 -0.73325 1.22959
*
```

***

Result of the stability comparison: two is the most stable of them.

***

one:
The following is a DFT calculation (ωB97M-V/def2-TZVPD) of C6H6O2 as an isolated structure.

Values from the calculation:
Molar mass, g/mol: 110.112
E_HOMO, eV: -9.46
HOMO-LUMO gap, eV: 9.50

The geometry in ORCA input format:
```
! wB97M-V def2-TZVPD RIJCOSX def2/J DEFGRID3
* xyz 0 1
C 0.00863 0.89602 -0.48914
C -0.42184 -0.51682 -0.15515
C -1.74865 -0.61904 0.49032
C 0.79624 0.21383 0.71216
C 2.19817 -0.19478 0.17676
C 3.18092 -0.79821 -0.11755
H 0.08818 2.35449 0.45664
H 0.85225 1.02359 -1.21355
H 0.03543 -1.47788 -0.73901
H -1.97699 -0.01709 1.43569
H 0.81769 0.48435 1.69331
H 3.87267 -1.64197 -1.05229
O -0.82360 1.92569 -0.24052
O -2.64766 -1.25212 -0.29514
*
```

***

two:
The following is a DFT calculation (ωB97M-V/def2-TZVPD) of one molecule with the formula C6H6O2.

Values from the calculation:
Molar mass, g/mol: 110.112
E_HOMO, eV: -9.80
SMILES: O=C1C=C[C@@]2(CO2)C1
HOMO-LUMO gap, eV: 10.04

The geometry in ORCA input format:
```
! wB97M-V def2-TZVPD RIJCOSX def2/J DEFGRID3
* xyz 0 1
O 3.00199 -0.62894 0.01202
C 1.85431 -0.30173 0.19093
C 1.40639 1.22065 0.22626
C 0.03753 1.23207 -0.08601
C -0.66658 -0.09234 0.03545
C -1.95200 -0.38079 -0.49107
O -1.75779 -0.17380 0.97511
C 0.53157 -1.06841 0.14945
H 2.06006 2.13241 0.28031
H -0.54763 2.23668 -0.08298
H -2.40272 -1.24772 -0.91836
H -2.44833 0.51397 -0.88486
H 0.34912 -1.59053 1.07517
H 0.53408 -1.85150 -0.48142
*
```

***

Result of the stability comparison: two is the most stable of them.

***

one:
The following is a DFT calculation (ωB97M-V/def2-TZVPD) of C28H18ClMoN5O2S as an isolated structure.

Values from the calculation:
Molar mass, g/mol: 619.945
E_HOMO (spin up / spin down), eV: -13.58 / -13.67
HOMO-LUMO gap (spin up / spin down), eV: 6.88 / 6.26

The geometry in ORCA input format:
```
! wB97M-V def2-TZVPD RIJCOSX def2/J DEFGRID3
* xyz 2 3
Mo -0.32443 0.22677 0.47329
Cl 5.43582 3.39558 3.65853
C 3.99907 2.89807 2.86687
C 3.07088 3.86699 2.45450
C 1.91567 3.49282 1.80653
C 1.64361 2.14315 1.54719
O 0.53416 1.77721 0.95650
C 2.59489 1.14880 1.93324
C 2.44343 -0.22210 1.60563
N 1.44584 -0.74333 0.92960
C 1.48372 -2.10028 0.55838
C 2.46542 -3.02974 0.85608
C 2.37497 -4.34608 0.38210
C 1.33528 -4.75295 -0.41174
C 0.29900 -3.84915 -0.72648
C -0.82632 -4.18737 -1.50437
C -1.81319 -3.25236 -1.70307
C -1.66977 -1.97743 -1.15192
N -0.60934 -1.61228 -0.44581
C 0.37110 -2.52581 -0.22037
C 3.75998 1.56294 2.61158
H 3.27234 4.90754 2.65541
H 1.19064 4.23086 1.49541
H 3.26385 -0.85839 1.92217
H 3.32455 -2.77321 1.45523
H 3.15108 -5.04383 0.65597
H 1.28820 -5.76130 -0.79100
H -0.90221 -5.18006 -1.91922
H -2.70019 -3.48548 -2.27112
H -2.44903 -1.23185 -1.28459
H 4.47505 0.81773 2.92844
C 1.41040 0.76622 -3.56720
C 1.18737 0.31437 -2.27350
N 0.15430 0.71676 -1.52931
C -0.72450 1.58760 -2.09654
C -0.55511 2.13043 -3.39393
C 0.55481 1.69719 -4.13246
C -1.53184 3.05100 -3.88006
C -2.62555 3.36779 -3.14253
C -2.84980 2.78214 -1.85891
C -3.99444 3.01309 -1.08547
C -4.11035 2.36572 0.13395
C -3.10326 1.52245 0.57402
N -1.98488 1.27568 -0.12406
C -1.87398 1.90332 -1.33430
H 2.25615 0.38357 -4.11554
H 1.87099 -0.39908 -1.82127
H 0.72434 2.07078 -5.13080
H -1.38245 3.48743 -4.85625
H -3.36008 4.06411 -3.51809
H -4.76543 3.67674 -1.44199
H -4.98463 2.50135 0.75007
H -3.18176 1.02037 1.53103
O -2.56233 -2.43333 1.56668
S -2.07279 -1.54751 2.61127
N -1.18479 -0.48319 1.93408
*
```

***

two:
The following is a DFT calculation (ωB97M-V/def2-TZVPD) of C28H18ClMoN5O2S as an isolated structure.

Values from the calculation:
Molar mass, g/mol: 619.945
E_HOMO (spin up / spin down), eV: -13.72 / -13.76
HOMO-LUMO gap (spin up / spin down), eV: 6.70 / 6.45

The geometry in ORCA input format:
```
! wB97M-V def2-TZVPD RIJCOSX def2/J DEFGRID3
* xyz 2 3
Mo -0.27062 0.32819 0.34314
Cl 2.62035 -5.46071 -3.07595
C 2.20697 -4.05815 -2.17044
C 3.20883 -3.17755 -1.75927
C 2.89659 -2.04734 -1.02825
C 1.57330 -1.77437 -0.71553
O 1.30244 -0.65145 -0.01993
C 0.55481 -2.65683 -1.11291
C -0.82167 -2.47989 -0.77108
N -1.33113 -1.48105 -0.11729
C -2.72339 -1.45811 0.22796
C -3.62930 -2.45438 -0.02696
C -4.97991 -2.32019 0.35328
C -5.41696 -1.19905 0.99596
C -4.50688 -0.15795 1.28935
C -4.88676 1.02432 1.96362
C -3.95758 1.99164 2.22875
C -2.63707 1.78389 1.81476
N -2.24814 0.69327 1.17974
C -3.16030 -0.29262 0.90393
C 0.89468 -3.80843 -1.84469
H 4.23714 -3.38987 -2.01900
H 3.66871 -1.36168 -0.70914
H -1.47764 -3.28603 -1.08616
H -3.33881 -3.36857 -0.52468
H -5.66683 -3.12410 0.12930
H -6.45228 -1.09226 1.29128
H -5.91915 1.14944 2.26560
H -4.21633 2.90660 2.74072
H -1.87790 2.53363 2.00097
H 0.12265 -4.50035 -2.15584
C 0.34746 -1.36667 4.52109
C -0.05202 -1.19174 3.19272
N 0.19431 -0.08188 2.51788
C 0.86100 0.92831 3.13205
C 1.29688 0.84146 4.45624
C 1.02119 -0.35187 5.15114
C 1.99515 1.94858 5.04468
C 2.22972 3.07151 4.33398
C 1.79081 3.18547 2.97174
C 2.01526 4.33500 2.18992
C 1.56828 4.37428 0.89431
C 0.90245 3.26365 0.37166
N 0.68001 2.16436 1.08210
C 1.11493 2.11969 2.37472
H 0.12376 -2.29499 5.02625
H -0.58117 -1.97592 2.66440
H 1.34573 -0.45756 6.17872
H 2.32898 1.86407 6.07042
H 2.75541 3.90725 4.77663
H 2.53832 5.17955 2.62090
H 1.72134 5.24048 0.26728
H 0.53577 3.26151 -0.64534
O 0.48364 -0.01506 -3.23025
S -0.37210 1.07326 -2.81721
N -0.69329 1.14684 -1.34226
*
```

***

Result of the stability comparison: two is the most stable of them.

***

one:
The following is a DFT calculation (ωB97M-V/def2-TZVPD) of a 3-piece molecular cluster, C3H12O2S overall.

Values from the calculation:
Molar mass, g/mol: 112.194
E_HOMO, eV: -8.55
SMILES: CCSC.O.O
HOMO-LUMO gap, eV: 9.34

The geometry in ORCA input format:
```
! wB97M-V def2-TZVPD RIJCOSX def2/J DEFGRID3
* xyz 0 1
C 0.70315 -1.03151 -0.40512
C 0.27902 -0.35151 0.92863
S 1.44678 0.47546 1.99950
C 3.10766 -0.13528 1.51842
H 0.54208 -0.48057 -1.32683
H -0.00270 -1.86084 -0.49268
H 1.70456 -1.44761 -0.37063
H -0.23578 -1.12406 1.49463
H -0.47156 0.30700 0.47870
H 3.04418 -0.87067 0.72897
H 3.63770 0.73554 1.13844
H 3.70806 -0.50924 2.34225
O -2.98707 1.91953 -3.87911
H -2.39484 2.65845 -3.83508
H -3.41152 2.03949 -4.71288
O -3.16625 -0.06764 1.20676
H -3.23975 -0.54420 2.04815
H -2.26372 0.28767 1.13787
*
```

***

two:
The following is a DFT calculation (ωB97M-V/def2-TZVPD) of a 3-piece molecular cluster, C3H12O2S overall.

Values from the calculation:
Molar mass, g/mol: 112.194
E_HOMO, eV: -8.86
SMILES: CCCS.O.O
HOMO-LUMO gap, eV: 9.44

The geometry in ORCA input format:
```
! wB97M-V def2-TZVPD RIJCOSX def2/J DEFGRID3
* xyz 0 1
C 0.24678 0.25300 -1.88982
C 1.05481 0.10995 -0.55264
C 1.92675 1.33622 -0.16949
S 2.43342 1.36818 1.56229
H 0.13085 -0.71870 -2.33231
H -0.67626 0.82307 -1.84872
H 0.94521 0.80788 -2.56942
H 1.77737 -0.74311 -0.52730
H 0.30306 -0.04107 0.23152
H 2.76573 1.61952 -0.79235
H 1.26558 2.15659 -0.36245
H 2.34908 0.49478 2.65655
O -4.45643 -1.16597 -0.74765
H -4.97814 -1.97773 -0.67163
H -5.09144 -0.45607 -0.86674
O -2.11957 -2.58037 0.34788
H -2.39397 -1.81032 -0.16488
H -1.88751 -2.18426 1.19182
*
```

***

Result of the stability comparison: one is the most stable of them.